(1)
Entry from the OMol25 dataset: a 5-piece molecular cluster, C30H62B2N4O9P2 overall (wB97M-V/def2-TZVPD).

ORCA input file:
```
! wB97M-V def2-TZVPD RIJCOSX def2/J DEFGRID3
* xyz 0 1
P 7.0382 0.3465 -2.0424
P 5.6748 2.1966 0.4395
O 2.7872 -0.5580 1.1209
O 4.0984 -1.2665 -3.3070
O -3.8578 -1.5001 2.0687
O 7.2284 -1.7687 -0.1964
O 6.7000 1.2344 -3.1790
O 4.3864 0.3153 -1.1796
O 3.8319 1.1097 2.4746
O 5.9302 -2.6666 -2.7003
O 6.5830 1.5636 1.4427
N -6.8935 0.8760 1.2584
N -9.3548 5.9501 -0.0542
N -7.4535 -3.7802 -1.3392
N -6.0771 5.0974 -2.2990
C 0.6694 1.8767 -0.1558
C 7.3282 -2.4087 3.4870
C -8.3303 -1.4925 -0.4597
C 3.1089 -1.7101 1.8917
C -3.0911 0.8527 -0.2048
C -6.2430 3.1958 0.2681
C -6.4323 6.1096 -1.8900
C -0.5332 1.0059 -0.5002
C 5.9186 -1.2749 -0.0573
C -10.2917 4.6387 -2.1008
C -4.5191 -3.3105 0.4755
C 7.4074 -2.8450 2.0172
C 1.8767 1.5477 -1.0419
C -2.7465 -2.1510 2.6228
C -1.7619 1.4075 0.3318
C -4.4038 -1.1518 -0.9997
C -3.0007 -0.5860 -0.7298
C -9.7676 5.3746 -0.9572
C -6.6072 1.8999 0.8254
C 3.1562 2.2279 -0.5132
C -4.8749 -2.3827 1.6299
C 6.7450 -1.0137 3.7243
C -7.8398 -2.7700 -0.9564
C 4.0952 -4.3118 -2.4359
C -6.8833 7.3870 -1.3577
C 5.5312 -0.4860 -1.3185
C -4.4811 -2.6817 -0.9380
C 7.9397 -1.7936 1.0368
C 5.5373 -3.9148 -2.1503
C 4.2414 1.1807 -0.0655
B 3.6167 0.5286 1.2504
B 5.1601 -1.5519 -2.4848
H 6.3365 2.6579 -0.7140
H -1.6192 1.0875 1.3650
H -10.9453 5.2825 -2.6856
H 5.1910 -2.0823 0.0995
H -0.7581 1.0692 -1.5663
H 7.5052 -0.2521 3.5555
H 1.9831 0.4678 -1.0855
H -5.3345 -2.9985 -1.5258
H -5.1529 -0.6563 -0.3824
H -2.4371 -0.6075 -1.6621
H -6.2185 8.1859 -1.6813
H -6.9038 7.3470 -0.2715
H 4.0409 -1.6101 2.4503
H 2.3149 -1.9316 2.6033
H 8.0917 -3.6941 1.9770
H 8.2912 -2.4934 3.9906
H -5.1597 3.2707 0.1939
H -9.3341 -1.3055 -0.8372
H -3.0245 -2.7459 3.4996
H -10.8568 3.7758 -1.7547
H 5.8738 -0.6505 0.8429
H 3.3726 -3.8609 -1.7542
H 0.4187 2.9326 -0.2752
H -2.4813 -1.1996 0.0069
H -5.3040 -4.0703 0.4654
H -3.8222 0.8411 0.6027
H 7.8524 -0.7364 -2.4021
H 3.9742 -5.3931 -2.4301
H -2.2068 -2.7714 1.9033
H -5.7381 -1.7743 1.3650
H -7.8885 7.5913 -1.7154
H -3.5986 -3.0481 -1.4696
H -9.4674 4.3005 -2.7267
H -7.6674 -0.6956 -0.7883
H -0.3029 -0.0303 -0.2466
H 6.4397 -3.2374 1.7040
H 6.1836 -4.6653 -2.6037
H 3.8394 -3.9836 -3.4443
H 3.2518 -1.2716 -2.8537
H 2.8958 2.8161 0.3672
H -2.0602 -1.3753 2.9619
H -3.4286 1.4943 -1.0235
H 0.9291 1.6871 0.8895
H -6.6704 3.3099 -0.7232
H 8.9553 -2.0676 0.7543
H 5.8848 -0.8031 3.0913
H 3.6142 2.8678 -1.2691
H -5.1884 -3.0003 2.4832
H 3.2108 -2.5603 1.2173
H 7.9936 -0.7911 1.4656
H -4.6424 -0.8696 -2.0314
H 5.0796 3.3567 0.9674
H 4.7643 1.1301 2.7313
H -6.6172 3.9905 0.9116
H 5.7359 -3.9688 -1.0768
H 7.7531 0.9843 -1.0037
H 6.6764 -3.1255 3.9929
H -3.5957 -3.8579 0.6588
H -8.3511 -1.4981 0.6275
H 1.6917 1.9197 -2.0485
H 6.4544 -0.9069 4.7694
H -1.8082 2.4997 0.3176
*
```

For the frontier orbital gap, the calculation gives 9.52 eV. Its HOMO energy is -9.237 eV. The structure (SMILES) is CCCCOC[C@@](O[C@](CCCCCCCCCCCOC)([PH2]=O)B(O)OC)([PH2]=O)B(O)OCC.CC#N.CC#N.CC#N.CC#N.

---

(2)
Entry from the OMol25 dataset: a 10-piece molecular cluster, C30H62F2N8O14 overall (wB97M-V/def2-TZVPD).

ORCA input file:
```
! wB97M-V def2-TZVPD RIJCOSX def2/J DEFGRID3
* xyz 0 1
F 3.5359 -4.1873 -1.0026
F 2.0892 -0.7289 -1.2777
O -1.3114 -1.8951 0.9058
O 4.2371 -2.4408 0.3957
O 0.0454 -0.0465 1.0099
O 1.7287 2.8332 -1.9243
O 2.9916 -3.5909 1.7982
O -0.0710 -4.7742 -6.3987
O -3.5670 -1.8814 3.9228
O 5.7920 3.8779 0.3020
O -0.0790 2.7102 2.1503
O -5.4685 -4.6533 -0.6239
O -0.1568 -1.0862 -0.8945
O 4.2860 3.2774 4.3358
O 2.9895 -1.2866 1.9638
O -2.1780 -0.2062 -3.2814
N -0.9259 -3.0751 -5.2285
N -3.9977 -5.5344 0.8058
N -1.3479 -1.5909 4.1591
N 2.3621 3.8427 3.4078
N -2.3610 2.6330 2.2497
N -3.3703 0.5126 -1.4852
N 1.3628 2.8186 -4.1105
N 4.2003 2.8029 -0.7953
C -2.0212 -3.5788 -7.3984
C -6.2351 -6.5650 0.5140
C 4.8904 1.5606 -0.9319
C -1.1691 3.2498 2.0204
C 3.7098 5.0152 0.1099
C 3.1921 1.6003 3.0231
C 0.8946 -0.1693 -1.1321
C 1.2801 3.3413 -2.9225
C 3.3339 -2.3502 1.4122
C 4.3403 -3.8182 -0.0003
C -2.5790 -1.6577 4.6587
C 3.3151 2.9810 3.6914
C 0.3882 4.5217 -2.7565
C 3.8582 -4.5489 1.2370
C -0.9083 -3.8744 -6.2932
C 2.1405 1.6499 -4.4306
C -2.3963 1.3315 2.9271
C -2.9301 -4.6154 0.5870
C 4.6396 3.8755 -0.1738
C 2.1949 5.2052 4.0542
C -2.1353 2.1724 -2.7403
C 0.1257 -3.1199 -4.1717
C -0.5255 -1.0801 0.4131
C -5.2104 -5.4744 0.2747
C -2.5678 0.7200 -2.5141
C -0.1452 -1.1263 4.7724
C -3.8703 -0.8248 -1.1491
C -2.7942 -1.2466 6.0986
C 0.8207 0.7166 0.0820
C -1.3521 4.6256 1.3326
H 1.5108 0.7654 -4.5271
H 0.7043 0.5006 -1.9706
H -6.1177 -6.9185 1.5383
H -2.9584 -3.4195 -6.8651
H -0.4205 4.3448 -2.0474
H -4.2112 -0.8403 -0.1139
H 4.7026 -4.6538 1.9183
H 0.9625 5.3581 -2.3581
H -3.6440 1.3248 -0.9509
H 0.5776 -4.1107 -4.1253
H 4.5336 0.7070 -0.3556
H 2.2821 1.0364 3.2282
H -2.8590 -3.9380 1.4380
H 3.1559 1.8476 1.9621
H -1.5023 2.1272 -3.6265
H 1.7366 5.8081 3.2703
H -1.4083 5.4753 2.0130
H 0.3516 1.6551 -0.2136
H -3.0043 -4.0224 -0.3246
H -1.3974 -1.9484 3.2157
H -2.2856 -1.9181 6.7904
H 4.5978 1.2941 -1.9475
H 3.1663 5.6518 4.2663
H -3.8058 -6.1352 1.5946
H -3.8695 -1.2900 6.2719
H 2.6446 1.7908 -5.3867
H -1.9420 -5.0748 0.5611
H -1.7456 -2.7278 -8.0213
H 2.6721 4.6883 0.1759
H -1.6353 -2.3656 -5.1119
H -0.0706 4.7408 -3.7207
H 3.8666 5.5520 1.0454
H -0.1879 -0.9612 5.8490
H 2.8908 1.5316 -3.6488
H -2.2807 4.5844 0.7634
H 1.4889 5.3123 4.8777
H -0.2720 -2.9677 -3.1684
H -2.6527 0.5253 2.2397
H -2.1329 -4.3773 -8.1319
H -2.9092 2.9397 -2.7592
H 1.5995 3.5070 2.8371
H -1.5096 2.4944 -1.9079
H 5.9533 1.6960 -0.7316
H -3.1169 1.3921 3.7427
H 1.7719 0.9285 0.5703
H 3.2423 2.7966 -1.1154
H -3.0827 2.9382 1.6125
H -0.5743 4.8036 0.5899
H -2.4534 -0.2185 6.2206
H -4.7040 -1.0711 -1.8066
H -7.2104 -6.1063 0.3513
H 4.1245 1.0631 3.1967
H 0.9075 -2.3962 -4.4024
H 0.7927 3.1410 -4.8794
H -6.1608 -7.3669 -0.2205
H -1.4339 1.0563 3.3586
H -3.0482 -1.5401 -1.1726
H 0.6195 -1.8857 4.6092
H 0.1542 -0.1401 4.4176
H 5.3328 -4.1582 -0.2961
H 3.7959 5.8368 -0.6012
H 3.3979 -5.5092 1.0048
*
```

For the frontier orbital gap, the calculation gives 8.57 eV. Its HOMO energy is -8.741 eV. The structure (SMILES) is O=C1OC[C@@H](F)O1.O=C1OC[C@@H](F)O1.CNC(C)=O.CNC(C)=O.CNC(C)=O.CNC(C)=O.CNC(C)=O.CNC(C)=O.CNC(C)=O.CNC(C)=O.

---

(3)
Entry from the OMol25 dataset: a 3-piece molecular cluster, C30H63FN3O11P2S2 overall (wB97M-V/def2-TZVPD).

ORCA input file:
```
! wB97M-V def2-TZVPD RIJCOSX def2/J DEFGRID3
* xyz 1 1
S -5.2490 2.8332 1.9527
S 4.5303 1.6732 -3.2407
P -3.5931 -2.9028 -1.5042
P 1.9643 0.1531 2.6899
F -0.7758 0.4093 0.9601
O -6.5843 2.6991 1.4093
O 0.3877 0.4217 -1.2485
O 3.0710 1.2053 3.5579
O 0.4884 0.1598 3.6535
O -5.1269 -2.1921 -1.8722
O 4.5484 2.9956 -2.6479
O -4.1025 3.1479 1.1240
O 1.3703 -4.7051 -1.0566
O -3.1061 -3.6645 -2.8280
O 3.4180 0.7624 -3.0692
O -3.8404 -4.0690 -0.2456
N 1.7577 -2.3278 -0.2400
N -1.5106 -4.7692 1.5952
N 2.7254 -1.3134 2.7017
C -0.3136 -2.3595 1.3672
C 4.8927 1.8059 -4.9850
C 3.3053 4.4862 1.2202
C -5.0900 -0.0051 -0.4151
C 0.3969 -1.7424 -0.0182
C -2.1864 -1.6096 -1.1178
C 6.4855 0.1572 -4.0822
C -0.3944 -3.9915 1.4427
C 0.3661 -0.0722 0.1279
C -4.8861 1.3842 2.9327
C 0.8888 2.9699 2.0061
C -4.7652 -3.6024 0.7978
C 2.3780 -5.7732 -1.1461
C -4.7532 1.8668 4.3761
C -4.7648 -4.8003 1.9653
C 1.9063 -3.3809 -1.3382
C -5.1059 -0.7273 -1.9240
C 6.0307 0.8227 -2.7919
C -0.6556 1.3433 -1.6278
C -0.6883 -2.2085 -1.2046
C 2.4813 5.4299 0.1302
C 1.7322 2.2425 0.8024
C -0.7539 1.2389 -3.3000
C 2.9117 -1.4311 -0.5429
C 6.2815 1.1999 -5.1803
C 1.6955 0.5802 0.8585
C -5.3060 3.9823 3.3136
C 2.9712 0.0721 -0.0119
C -5.6210 3.1158 4.5238
C 3.2722 2.8761 0.8248
H 0.2429 -2.0610 2.3492
H 3.6651 -1.1975 3.1573
H 3.0882 -3.5683 -1.4108
H 2.9911 6.5009 0.0141
H -3.7073 2.1227 4.5848
H 5.8661 -0.7237 -4.2891
H -4.3442 -2.6323 1.2983
H -0.2705 -1.9444 -2.2918
H 4.0508 2.2280 1.3989
H 6.3845 0.7622 -6.1781
H 1.3582 5.6030 0.4080
H 0.6495 -4.5711 1.4394
H -4.0950 -5.7266 1.6209
H 3.8886 -1.9947 -0.1450
H 6.7541 1.5733 -2.4596
H -0.4134 0.1953 -3.7053
H 3.5937 0.6911 4.2543
H -6.0608 4.7477 3.1251
H 4.4485 4.8080 1.0950
H -0.8465 -3.3920 -1.2276
H -5.7168 0.6822 2.8202
H 4.8671 2.8573 -5.2824
H 7.5278 -0.1689 -4.0204
H -6.0634 0.6764 -0.3110
H 2.0119 -2.8446 0.6571
H -3.9604 0.9262 2.5749
H 1.5377 3.2302 2.9676
H -5.1873 -0.8292 0.4098
H 3.2386 -5.5953 -0.3724
H 3.6174 2.8455 -0.3191
H -5.8683 -5.1172 2.2175
H -0.4694 2.4841 -1.4326
H 1.8241 -6.8083 -0.9293
H -5.8505 -3.5112 0.3702
H 0.4753 4.0210 1.6196
H 5.8311 0.1113 -1.9887
H 3.0375 4.7091 2.3370
H 3.9327 0.1781 0.6888
H -1.8783 1.5145 -3.5782
H -4.3054 -0.2646 -2.6548
H -1.4274 -1.9832 1.5148
H -4.1893 -4.3453 2.9010
H 2.7260 -5.8274 -2.2660
H -5.4170 3.6436 5.4600
H 0.7838 -0.1891 4.5677
H -4.3174 4.4420 3.4049
H -4.1396 0.6753 -0.3223
H 1.2945 2.6807 -0.2073
H -2.5152 -1.0885 -0.1337
H 4.1306 1.2450 -5.5331
H 7.0427 1.9837 -5.0849
H 2.6410 4.9012 -0.9204
H -1.7444 1.1209 -1.2681
H -2.3053 -0.8401 -2.0240
H -0.0433 2.3841 2.3956
H -1.2133 -5.7841 1.6445
H 3.0426 0.7871 -0.9666
H 1.6542 -2.9584 -2.4267
H 3.0646 -1.4105 -1.7282
H -5.0468 1.0842 5.0827
H -6.1606 -0.4023 -2.3817
H -0.1091 2.1449 -3.7322
H -6.6804 2.8327 4.5178
*
```

For the frontier orbital gap, the calculation gives 9.17 eV. Its HOMO energy is -11.487 eV.

---

(4)
Entry from the OMol25 dataset: C30H63N6O3Si as an isolated structure (wB97M-V/def2-TZVPD).

ORCA input file:
```
! wB97M-V def2-TZVPD RIJCOSX def2/J DEFGRID3
* xyz 1 3
Si -1.1216 1.8719 1.3480
O 0.8860 0.8045 -3.6711
O 2.1983 -1.0685 3.5575
O -2.9279 2.6372 -5.5301
N 1.6660 1.1784 -2.7087
N 3.0404 -1.5146 4.4297
N -4.7382 1.6748 -0.1567
N -2.7653 1.3930 0.6109
N -3.6733 2.2713 0.3559
N -3.2522 0.1964 0.2745
C -0.1191 2.9118 0.1979
C -5.7941 1.7137 -4.5835
C 3.9311 0.7906 -1.7143
C -5.4343 1.0486 -3.2563
C -1.7889 1.8575 -5.7966
C 1.9953 -3.6796 5.1135
C 2.3375 -2.2464 5.5305
C -5.3940 -0.6309 -0.7313
C 4.1761 -2.2160 3.7563
C 1.6935 2.5637 -0.6252
C 1.5069 -0.6535 -0.4375
C 2.2114 -1.0356 -1.7379
C -5.6893 -0.4455 -3.2726
C 3.7425 -3.6081 3.3037
C -0.2788 0.2452 1.7333
C 3.2096 -2.2475 6.8127
C 5.3955 -2.3273 4.6884
C -5.0034 -1.1646 -2.1126
C -0.3667 2.3701 -1.9670
C 4.6458 -1.4006 2.5586
C -4.0499 2.3484 -6.3413
C 2.7528 0.1770 -2.4916
C -4.8605 1.2329 -5.6989
C 3.1410 -4.4330 4.4391
C -4.4775 0.3888 -0.2148
C -1.5403 2.8433 2.8763
C 3.3233 -0.2579 -3.8347
C 0.8680 1.5969 -1.5141
C 1.0447 -1.5224 5.8857
C 0.4127 0.3825 -0.6980
H -3.7370 2.0208 -7.3295
H -5.3240 -0.9259 -4.1721
H -1.8755 3.8298 2.5851
H -3.9289 -1.1420 -2.2703
H -5.3850 0.6523 -6.4491
H 0.5912 -2.0067 6.7488
H -1.5491 1.8047 -6.8580
H 4.9161 -0.3866 2.8568
H 4.6028 -4.1274 2.8786
H 5.2462 -2.9920 5.5345
H 6.2433 -2.7248 4.1318
H 4.1702 -0.9219 -3.6691
H 1.5090 -1.5780 -2.3787
H 0.3168 -1.5537 5.0756
H 1.1451 -3.6564 4.4234
H -0.6955 2.9068 3.5465
H -6.3620 -0.1509 -0.7893
H 0.3073 -0.0859 0.8865
H -5.5028 -1.4282 -0.0056
H -4.1292 0.5662 -5.2541
H 1.2323 -0.4782 6.1418
H 5.5260 -1.8718 2.1244
H -6.7516 -0.6623 -3.1980
H 3.8881 -1.3382 1.7789
H -6.8189 1.4666 -4.8290
H 4.7562 0.0801 -1.6843
H -2.3712 2.3548 3.3741
H -4.3818 1.2426 -3.0641
H 0.7671 3.1903 0.7589
H 2.5953 -0.7972 -4.4377
H 4.2903 1.6951 -2.2056
H 1.0687 3.3699 -0.2418
H 3.0341 -1.7210 -1.5296
H 2.4948 3.0371 -1.1894
H 2.1321 2.0701 0.2427
H -1.0683 1.7468 -2.5201
H 3.9088 -4.6972 5.1701
H 0.3277 0.4129 2.6132
H -0.6054 3.8266 -0.1223
H -0.8908 2.7556 -1.0908
H -0.0949 3.2181 -2.5962
H 5.6812 -1.3478 5.0731
H 3.7390 -3.1882 6.9615
H -0.4106 -0.1125 -1.2270
H -0.9511 2.3288 -5.3070
H 3.6726 0.6018 -4.4075
H -5.3015 -2.2049 -2.1537
H 3.7012 1.0362 -0.6804
H 1.0621 -1.5453 0.0101
H 3.9417 -1.4414 6.7990
H -5.6991 2.7847 -4.4466
H -4.6338 3.2556 -6.4455
H -1.0503 -0.4866 1.9468
H -1.9090 0.8341 -5.4452
H 0.2176 2.3885 -0.6905
H 1.6619 -4.2285 5.9960
H 0.0049 0.7350 0.2545
H -2.7645 -0.6839 0.3497
H 2.7657 -5.3779 4.0425
H 2.5971 -2.0935 7.6992
H -6.0568 1.4904 -2.4866
H 3.0055 -3.5158 2.4989
H 2.2256 -0.2760 0.2941
*
```

For the frontier orbital gap (spin up / spin down), the calculation gives 7.14 / 7.31 eV. Its HOMO energy (spin up / spin down) is -10.537 / -10.708 eV.